Computed, not measured: a structure of composition C21H23F6N3O5PPdS4, with ωB97M-V/def2-TZVPD.

Relative energy (zero: lowest compared OMol25 entry of this formula, charge and spin) = 4.7 kcal per mole
E = -4015.4084 Ha
LUMO energy (spin up / spin down) = -0.2155 / -0.2155 hartree
Highest occupied orbital energy (spin up / spin down) = -11.77 / -11.77 eV
Total charge = +1
Frontier orbital gap (spin up / spin down) = 5.9 / 5.9 eV

Each line ends with the natural charge from an NBO analysis.
Element x y z (Å)
Pd1 -0.38518 0.00138 0.61902  0.56
C1 2.19876 -3.64390 0.36100  -0.66
C2 1.06300 -2.80236 -0.13078  0.28
N1 0.46070 -1.99309 0.85676  -0.15
N2 0.50141 -2.48960 2.01003  -0.20
C3 -0.05100 -1.69464 3.01132  -0.19
S1 -0.94376 -0.30259 2.75656  0.20
S2 0.18403 -2.18949 4.61886  0.49
C4 0.69261 -3.94624 4.49272  -0.53
C5 -0.45887 -4.83920 4.12826  -0.09
C6 -1.44583 -5.11897 5.06941  -0.20
C7 -2.51812 -5.93114 4.73914  -0.19
C8 -2.61242 -6.47341 3.46364  -0.19
C9 -1.62936 -6.20362 2.52397  -0.22
C10 -0.55662 -5.38688 2.85493  -0.15
C11 0.61122 -2.75571 -1.41585  -0.11
C12 1.33934 -3.40989 -2.48565  -0.17
C13 0.95120 -3.29902 -3.76472  -0.18
C14 -0.22960 -2.54179 -4.12866  -0.14
C15 -0.97324 -1.92984 -3.19731  -0.24
C16 -0.64655 -2.04213 -1.78320  0.51
O1 -1.42191 -1.59709 -0.93334  -0.59
H1 2.82449 -3.04792 1.02279  0.26
H2 2.81347 -4.01617 -0.44754  0.24
H3 1.81167 -4.49596 0.92261  0.24
H4 1.05323 -4.14544 5.50236  0.26
H5 1.52749 -4.01712 3.80218  0.25
H6 -1.37208 -4.70443 6.06869  0.22
H7 -3.27659 -6.14819 5.47916  0.23
H8 -3.44667 -7.11249 3.20746  0.23
H9 -1.69185 -6.63607 1.53415  0.22
H10 0.21648 -5.18646 2.12304  0.19
H11 2.24199 -3.95360 -2.25931  0.23
H12 1.53798 -3.76198 -4.54593  0.24
H13 -0.50864 -2.47915 -5.17254  0.23
H14 -1.87052 -1.37681 -3.43920  0.23
F1 2.62737 5.06760 1.38376  -0.30
C17 3.13938 3.89958 1.01982  0.74
F2 3.99117 3.47663 1.94137  -0.29
F3 3.77301 4.03653 -0.14006  -0.30
S3 1.75804 2.69805 0.84455  2.25
O2 0.91174 3.21014 -0.20744  -0.96
O3 1.19803 2.54522 2.15185  -0.93
N3 2.55609 1.38795 0.43728  -1.23
S4 2.29757 0.43021 -0.73848  2.25
O4 0.87423 0.34080 -1.16596  -0.99
O5 2.94374 -0.82527 -0.49939  -0.92
C18 3.11269 1.14578 -2.22400  0.74
F4 3.01067 0.28976 -3.23771  -0.30
F5 2.51961 2.28623 -2.55156  -0.30
F6 4.38845 1.36529 -1.95589  -0.29
C19 -1.80537 3.09831 1.42738  -0.98
P1 -1.89096 1.62922 0.40333  1.26
C20 -3.49866 0.87181 0.67916  -0.98
C21 -1.83533 2.10641 -1.32705  -0.98
H15 -2.71979 3.67819 1.28857  0.25
H16 -0.93573 3.68070 1.13796  0.29
H17 -1.70848 2.81915 2.47692  0.27
H18 -4.27856 1.57233 0.37466  0.26
H19 -3.62859 0.63081 1.73397  0.26
H20 -3.57150 -0.04223 0.08984  0.27
H21 -2.54666 2.91323 -1.51300  0.26
H22 -2.09460 1.24092 -1.93792  0.26
H23 -0.82705 2.43878 -1.56501  0.30

Atoms 1-3, force components in eV/Å:
-0.2 -0.7 -0.1
0.0 0.0 0.0
0.0 0.0 0.0

Computed, not measured: a structure of composition C21H23FN2O5S, with ωB97M-V/def2-TZVPD.

Relative energy (zero: lowest compared OMol25 entry of this formula, charge and spin) = 474.6 kcal per mole
E = -1797.0839 Ha
LUMO energy = 0.0029 hartree
Highest occupied orbital energy = -8.53 eV
Frontier orbital gap = 8.6 eV

Each line ends with the natural charge from an NBO analysis.
Element x y z (Å)
C1 4.53295 2.51971 -1.95924  -0.65
C2 5.16527 2.51715 -0.61646  -0.02
O1 5.35291 1.31481 -0.11888  -0.48
C3 4.17761 0.47317 0.30319  0.26
C4 2.83976 0.77110 0.22995  -0.22
C5 1.74382 0.02104 0.91012  -0.04
C6 2.02505 -1.31882 1.45479  0.19
C7 3.41721 -1.61401 1.10724  -0.22
C8 4.36708 -0.77619 0.66308  -0.22
H1 5.48577 -1.17182 0.69631  0.23
H2 3.62214 -2.43672 1.57089  0.19
N1 1.00313 -1.90143 1.64427  -0.50
C9 -0.20545 -1.85348 1.68271  0.67
O2 -1.02241 -2.40185 2.22140  -0.57
C10 -0.55732 -0.33992 1.20225  -0.03
C11 0.35858 0.47490 1.02772  -0.24
H3 0.20599 1.33328 0.60238  0.21
C12 -2.04175 -0.00256 1.36307  -0.27
N2 -2.20996 0.77888 -0.05421  -0.63
S1 -2.91928 -0.33219 -1.02693  2.32
O3 -4.15106 -1.03776 -0.81578  -0.93
O4 -3.04379 0.43331 -2.22910  -0.97
C13 -1.57672 -1.47345 -1.13385  -0.55
C14 -0.40373 -1.13442 -1.50307  -0.06
C15 0.72166 -1.89575 -1.89822  -0.29
C16 0.59568 -3.31592 -1.15697  0.46
C17 -0.71210 -3.94792 -0.69122  -0.30
C18 -1.74069 -2.70436 -0.74196  -0.07
H4 -2.83371 -3.17658 -0.23409  0.26
H5 -0.80917 -4.80214 -0.23436  0.21
F1 1.56745 -4.07781 -1.13885  -0.30
H6 1.67157 -1.81150 -2.13748  0.22
H7 -0.20490 -0.14327 -2.04148  0.24
C19 -2.82958 1.90589 -0.08902  -0.25
H8 -2.42365 2.39524 -0.98042  0.23
C20 -4.29241 2.36478 -0.10104  -0.44
H9 -4.55051 3.20740 -0.54329  0.23
H10 -4.68790 1.55808 -0.69570  0.21
C21 -5.09200 1.81969 1.16105  -0.04
O5 -4.98838 0.58028 1.65603  -0.74
H11 -4.83154 -0.21431 0.94991  0.49
H12 -6.28761 2.03607 1.22733  0.14
H13 -4.83738 2.36149 2.00760  0.16
H14 -2.46660 2.44387 0.81872  0.19
H15 -2.36234 0.79203 2.02710  0.25
H16 -2.44673 -0.91842 1.41004  0.23
H17 1.42616 -3.04469 2.09282  0.32
H18 2.66816 1.79422 0.10437  0.20
H19 4.38937 3.20987 -0.05979  0.12
H20 5.88177 3.03255 -0.54225  0.17
H21 3.52308 2.11138 -2.14319  0.22
H22 5.18040 1.99706 -2.73360  0.21
H23 4.60609 3.60007 -2.51393  0.21

Atoms 1-3, force components in eV/Å:
1.3 1.8 -5.2
-13.7 -2.0 -0.9
-1.9 -5.7 3.0